{"formula": "C4H10N2O2", "method": "ωB97M-V with the def2-TZVPD basis set", "total_energy_ha": -418.386277, "e_above_lowest_kcal_mol": 46.9, "gap_ha": 0.2769, "lumo_ha": 0.01227, "symbols": ["C", "C", "N", "C", "H", "H", "H", "H", "H", "H", "H", "N", "C", "O", "O", "H", "H", "H"], "positions_angstrom": [[0.586, -2.323, 0.214], [1.285, -1.317, 0.756], [0.762, -0.289, 1.511], [1.634, 0.751, 2.010], [-0.491, -2.286, 0.265], [1.113, -3.030, -0.407], [2.371, -1.256, 0.792], [-0.191, -0.016, 1.348], [1.210, 1.300, 2.846], [2.600, 0.327, 2.267], [1.842, 1.510, 1.232], [-1.973, 1.227, -2.641], [-1.580, 0.434, -1.566], [-1.439, 1.147, -0.413], [-1.362, -0.732, -1.608], [-2.821, 1.760, -2.554], [-1.845, 0.726, -3.507], [-1.700, 2.068, -0.544]], "forces_ev_per_a": [[0.68, 0.76, -0.08], [-0.07, -0.13, 0.64], [-0.08, 0.21, 0.60], [0.00, 0.49, -1.13], [-0.05, -0.28, -0.16], [-0.20, -0.23, 0.08], [-0.03, -0.41, -0.48], [-0.08, -0.09, -0.14], [-0.06, -0.29, 0.25], [0.01, -0.08, 0.34], [0.02, -0.06, 0.13], [0.60, -0.26, -0.14], [-0.54, 0.92, 0.24], [-0.33, -0.15, 0.15], [0.35, -0.38, -0.09], [-0.01, 0.05, -0.04], [-0.46, 0.06, -0.07], [0.23, -0.13, -0.10]]}


{"formula": "C30H35ClN4PS4V", "method": "ωB97M-V with the def2-TZVPD basis set", "total_energy_ha": -4721.337914, "s_squared": 3.770, "e_above_lowest_kcal_mol": 24.0, "gap_ha": [0.2604, 0.2592], "spin_multiplicity": 4, "charge": 1, "lumo_ha": [-0.08306, -0.08519], "symbols": ["V", "S", "C", "S", "S", "N", "C", "C", "C", "N", "C", "C", "N", "C", "H", "H", "H", "H", "H", "H", "H", "H", "H", "H", "H", "H", "H", "H", "H", "H", "Cl", "C", "C", "C", "C", "C", "C", "P", "C", "C", "C", "C", "C", "C", "C", "C", "C", "C", "C", "C", "H", "H", "H", "H", "H", "H", "H", "H", "H", "H", "H", "H", "H", "H", "S", "C", "N", "C", "C", "C", "C", "H", "H", "H", "H", "H"], "positions_angstrom": [[-0.858, 1.454, 0.160], [1.061, 4.817, -1.851], [0.108, 3.689, -1.139], [-0.266, 3.630, 0.540], [-0.662, 2.400, -1.981], [-3.299, -1.096, 0.603], [-4.420, -1.419, -0.297], [-3.847, -2.061, -1.566], [-2.991, -1.061, -2.347], [-1.803, -0.727, -1.513], [-3.762, 0.218, -2.658], [-4.428, 0.870, -1.441], [-3.433, 1.534, -0.592], [-5.222, -0.167, -0.644], [-2.999, -1.946, 1.070], [-3.598, -0.441, 1.320], [-2.222, -0.687, -0.503], [-5.102, -2.132, 0.191], [-4.669, -2.410, -2.189], [-3.242, -2.927, -1.293], [-2.666, -1.504, -3.295], [-1.373, 0.186, -1.778], [-1.066, -1.436, -1.570], [-4.540, -0.020, -3.384], [-3.088, 0.939, -3.122], [-5.148, 1.611, -1.825], [-3.904, 1.941, 0.217], [-3.052, 2.326, -1.117], [-6.090, -0.469, -1.230], [-5.598, 0.288, 0.274], [-1.808, 1.252, 2.315], [-0.949, 0.085, 3.256], [-1.401, -0.255, 4.522], [-0.680, -1.177, 5.263], [0.478, -1.737, 4.745], [0.902, -1.401, 3.473], [0.185, -0.491, 2.700], [0.729, -0.068, 0.981], [2.366, 0.557, 1.491], [2.365, 1.878, 1.936], [3.521, 2.457, 2.423], [4.693, 1.721, 2.465], [4.698, 0.405, 2.034], [3.539, -0.188, 1.564], [0.914, -1.796, 0.387], [1.979, -2.268, -0.375], [2.003, -3.584, -0.801], [0.957, -4.441, -0.505], [-0.117, -3.977, 0.236], [-0.136, -2.667, 0.678], [-2.303, 0.189, 4.916], [-1.029, -1.461, 6.243], [1.044, -2.442, 5.333], [1.791, -1.854, 3.061], [1.445, 2.451, 1.902], [3.504, 3.481, 2.768], [5.599, 2.172, 2.839], [5.612, -0.170, 2.072], [3.556, -1.225, 1.267], [2.773, -1.601, -0.663], [2.843, -3.941, -1.374], [0.977, -5.464, -0.847], [-0.931, -4.645, 0.482], [-0.955, -2.315, 1.294], [1.604, 0.218, -2.105], [2.762, 1.364, -2.494], [2.445, 2.345, -3.382], [3.327, 3.254, -3.835], [4.626, 3.223, -3.416], [5.002, 2.255, -2.465], [4.090, 1.344, -2.014], [1.471, 2.396, -3.671], [2.955, 3.990, -4.533], [5.351, 3.918, -3.805], [6.018, 2.228, -2.102], [4.362, 0.584, -1.301]], "forces_ev_per_a": [[-1.28, 0.23, -0.66], [-0.18, 0.00, 0.14], [0.34, 0.79, -0.36], [0.12, 0.85, 0.99], [-0.39, 0.14, -1.52], [-0.17, -0.15, 0.44], [-0.49, -0.26, -0.18], [0.09, 0.15, 0.22], [-0.63, -0.08, -0.53], [0.60, 0.35, -0.09], [0.05, 0.18, 0.23], [-0.52, -0.18, -0.24], [0.24, 0.49, 0.21], [0.28, 0.05, 0.06], [-0.01, 0.02, 0.12], [0.13, -0.08, -0.01], [0.32, -0.18, -0.15], [0.13, 0.13, -0.16], [0.05, -0.02, -0.10], [0.00, -0.16, -0.05], [0.16, 0.09, 0.26], [-0.06, -0.48, -0.17], [-0.08, 0.05, 0.11], [0.02, -0.05, -0.07], [0.01, 0.07, -0.18], [0.16, -0.16, 0.07], [0.03, -0.03, -0.16], [-0.01, -0.04, 0.12], [-0.05, -0.02, 0.00], [-0.11, 0.03, 0.04], [-0.92, 0.61, 0.68], [0.85, -0.99, 0.33], [-0.16, 0.13, -0.02], [-0.07, 0.09, -0.12], [0.04, -0.03, -0.03], [-0.17, 0.05, 0.09], [-0.30, 0.12, -0.05], [1.38, -1.06, 0.99], [0.03, 0.21, -0.26], [-0.17, -0.11, -0.05], [0.06, 0.00, 0.04], [0.01, 0.06, -0.02], [0.11, -0.06, 0.06], [-0.15, 0.02, -0.10], [-0.12, 0.14, -0.11], [0.03, -0.02, 0.12], [-0.02, -0.12, -0.01], [0.00, 0.01, -0.02], [-0.16, -0.13, -0.04], [0.02, 0.09, 0.10], [-0.04, 0.07, 0.05], [-0.03, 0.02, 0.12], [0.06, -0.08, 0.05], [0.11, -0.05, -0.01], [0.20, 0.02, -0.02], [0.00, 0.08, 0.01], [0.12, 0.03, 0.03], [0.07, -0.07, 0.03], [0.04, -0.06, -0.03], [0.03, -0.02, 0.03], [0.12, -0.03, -0.10], [0.02, -0.12, -0.03], [-0.07, -0.04, 0.04], [0.03, -0.08, 0.04], [0.00, -0.83, 0.06], [-0.10, 0.14, -0.32], [0.19, -0.25, 0.04], [0.47, 0.24, -0.08], [-0.12, -0.04, 0.03], [-0.21, 0.03, -0.14], [0.03, 0.24, 0.01], [0.09, 0.03, 0.15], [-0.08, -0.05, 0.02], [-0.06, 0.15, -0.03], [0.11, -0.01, 0.02], [-0.03, -0.06, 0.09]]}


{"formula": "C27H50FIN3O2", "method": "ωB97M-V with the def2-TZVPD basis set", "total_energy_ha": -1770.729596, "gap_ha": 0.2735, "charge": 1, "lumo_ha": -0.18201, "symbols": ["O", "C", "O", "C", "C", "C", "N", "C", "C", "N", "I", "C", "C", "C", "C", "C", "N", "C", "C", "C", "C", "F", "H", "H", "H", "H", "H", "H", "H", "H", "H", "H", "H", "H", "H", "H", "H", "H", "H", "H", "H", "H", "H", "H", "C", "C", "C", "C", "C", "C", "H", "H", "H", "H", "H", "H", "H", "H", "H", "H", "H", "H", "H", "H", "C", "C", "C", "C", "C", "C", "H", "H", "H", "H", "H", "H", "H", "H", "H", "H", "H", "H", "H", "H"], "positions_angstrom": [[4.915, 3.792, 0.001], [4.025, 3.883, -0.786], [2.822, 3.159, -0.632], [3.060, 1.892, -1.298], [1.752, 1.151, -1.781], [0.887, 1.958, -2.832], [1.675, 2.697, -3.825], [0.851, 3.502, -4.754], [-0.542, 3.980, -4.173], [-0.584, 4.112, -2.688], [0.815, 5.613, -2.153], [-1.888, 4.637, -2.171], [-3.102, 4.676, -2.949], [-4.388, 5.223, -2.483], [-4.324, 5.699, -1.084], [-3.033, 5.554, -0.424], [-1.862, 5.083, -0.893], [-0.202, 2.810, -2.036], [-1.452, 1.831, -1.780], [-2.003, 1.913, -0.273], [-2.782, 0.559, -0.027], [-4.089, 0.871, 0.469], [4.211, 4.554, -1.672], [3.646, 2.136, -2.241], [3.757, 1.247, -0.690], [1.992, 0.125, -2.178], [1.117, 0.976, -0.862], [0.308, 1.177, -3.410], [2.341, 3.347, -3.404], [0.633, 2.857, -5.655], [1.406, 4.394, -5.155], [-0.950, 4.908, -4.663], [-1.290, 3.172, -4.438], [-3.102, 4.268, -3.991], [-5.303, 5.273, -3.106], [-5.216, 6.130, -0.575], [-3.014, 5.889, 0.648], [0.201, 3.035, -1.014], [-2.274, 1.975, -2.530], [-1.121, 0.757, -1.900], [-2.790, 2.715, -0.285], [-1.183, 2.104, 0.461], [-2.283, -0.090, 0.739], [-2.969, 0.012, -0.994], [3.742, -2.655, 4.169], [2.251, -2.490, 3.900], [1.944, -2.064, 2.463], [2.509, -0.701, 2.057], [2.065, 0.475, 2.924], [0.566, 0.718, 2.873], [4.283, -1.716, 4.035], [3.905, -2.986, 5.196], [4.178, -3.401, 3.500], [1.823, -1.779, 4.611], [1.755, -3.447, 4.089], [0.857, -2.066, 2.321], [2.339, -2.820, 1.775], [2.221, -0.503, 1.016], [3.602, -0.746, 2.060], [2.572, 1.380, 2.572], [2.385, 0.330, 3.959], [0.250, 0.918, 1.844], [0.300, 1.585, 3.482], [-0.001, -0.135, 3.251], [-0.148, -4.177, -0.508], [-1.163, -4.173, 0.629], [-0.651, -4.866, 1.894], [-0.335, -6.356, 1.734], [-1.501, -7.217, 1.248], [-2.682, -7.228, 2.212], [0.098, -5.192, -0.827], [-0.550, -3.648, -1.375], [0.777, -3.678, -0.206], [-2.098, -4.630, 0.292], [-1.403, -3.134, 0.879], [-1.391, -4.734, 2.690], [0.255, -4.356, 2.236], [0.012, -6.740, 2.699], [0.505, -6.479, 1.044], [-1.144, -8.244, 1.122], [-1.836, -6.888, 0.260], [-2.378, -7.602, 3.193], [-3.473, -7.878, 1.833], [-3.108, -6.231, 2.341]], "forces_ev_per_a": [[-0.59, -0.05, -0.12], [0.73, 0.01, 0.77], [0.73, 0.15, -0.89], [0.61, -0.76, -1.73], [-0.02, 0.50, 0.92], [-0.32, -0.29, -0.20], [-0.24, 1.04, 0.29], [-0.35, -0.11, -0.69], [-0.99, -1.03, -1.63], [-0.22, 0.67, -0.09], [0.36, 0.31, -0.05], [-3.06, 0.92, 0.54], [-0.43, -0.03, -0.58], [3.01, 0.19, 3.06], [1.36, -1.35, -2.56], [-1.39, 0.71, 0.92], [-1.33, -0.35, -1.68], [-0.15, -2.43, 1.40], [0.50, 0.04, 0.90], [-1.08, -0.54, -1.79], [-0.47, 0.61, 0.30], [1.20, -0.28, -0.30], [-1.08, -0.64, 0.25], [-0.48, -0.45, 0.85], [-1.05, 0.54, -0.36], [0.09, 1.20, 0.31], [0.50, 0.10, -0.93], [0.54, 0.89, 0.45], [-0.19, -0.49, 0.21], [-0.04, 0.74, 0.87], [-0.27, -0.94, 0.66], [0.75, -0.77, 0.69], [0.71, 0.75, 0.52], [0.09, 0.45, 1.11], [0.94, -0.15, 0.45], [1.06, -0.41, -0.36], [0.17, -0.36, -1.16], [-0.32, 0.20, -1.07], [0.66, -0.02, 0.72], [0.07, 1.26, -0.16], [0.92, -0.68, 0.56], [-0.78, -0.10, -0.58], [-0.46, 0.49, -0.79], [0.35, 0.43, 1.03], [-0.05, 0.04, 0.15], [0.06, -0.10, -0.14], [-0.15, 0.07, 0.04], [0.20, -0.02, 0.04], [0.08, 0.04, -0.18], [-0.08, 0.10, 0.20], [0.02, -0.05, 0.00], [0.07, 0.00, -0.06], [0.01, 0.04, 0.01], [-0.02, 0.00, -0.04], [-0.03, 0.07, 0.01], [0.03, 0.00, -0.03], [-0.01, -0.01, 0.03], [-0.02, 0.01, -0.01], [-0.03, -0.01, -0.01], [0.05, -0.05, 0.05], [-0.01, -0.03, -0.03], [-0.05, -0.05, -0.01], [-0.07, -0.03, -0.06], [-0.01, 0.02, -0.06], [-0.14, 0.04, -0.10], [0.15, 0.05, 0.10], [-0.13, -0.03, 0.06], [0.06, -0.01, -0.12], [0.05, -0.05, 0.15], [-0.08, -0.04, -0.13], [0.03, 0.05, 0.00], [0.07, -0.03, -0.03], [0.01, -0.06, 0.00], [0.02, -0.01, 0.04], [-0.05, -0.04, 0.01], [0.04, -0.02, -0.01], [-0.02, 0.00, -0.02], [-0.03, 0.00, -0.03], [0.00, 0.03, 0.03], [0.01, 0.06, -0.05], [0.04, 0.02, 0.00], [-0.03, 0.05, -0.01], [0.00, 0.03, 0.08], [0.00, -0.04, 0.03]]}


{"formula": "C5H14NO4", "method": "ωB97M-V with the def2-TZVPD basis set", "total_energy_ha": -554.511985, "s_squared": 0.751, "e_above_lowest_kcal_mol": 31.6, "gap_ha": [0.1160, 0.3845], "spin_multiplicity": 2, "lumo_ha": [0.00859, 0.00354], "symbols": ["O", "C", "O", "C", "C", "C", "C", "N", "H", "H", "H", "H", "H", "H", "H", "H", "H", "H", "H", "H", "O", "H", "H", "O"], "positions_angstrom": [[-0.622, 1.555, 2.963], [-0.672, 0.692, 2.144], [-1.852, 0.133, 1.754], [0.509, 0.090, 1.418], [1.007, 1.048, 0.337], [2.245, 0.545, -0.330], [2.316, 0.294, -1.632], [0.179, -1.253, 0.827], [-2.589, 0.419, 2.319], [1.294, -0.094, 2.163], [0.206, 1.254, -0.375], [1.232, 2.032, 0.783], [3.130, 0.413, 0.284], [3.205, -0.074, -2.130], [1.476, 0.413, -2.311], [-0.273, -1.199, -0.149], [1.051, -1.804, 0.685], [-0.432, -1.807, 1.461], [-2.639, 0.652, -0.627], [-3.236, 0.748, -2.074], [-2.418, 0.573, -1.577], [-1.573, -0.955, -1.822], [-0.583, -1.967, -2.480], [-0.962, -1.708, -1.633]], "forces_ev_per_a": [[0.51, 0.30, 0.08], [-1.03, -0.47, 0.26], [0.24, -0.27, -0.55], [0.20, -0.11, -0.02], [0.12, 0.56, 0.18], [0.07, -0.06, -0.69], [0.02, -0.16, -0.36], [-0.15, 0.67, -1.00], [0.16, 0.25, 0.16], [-0.20, 0.14, -0.06], [0.06, -0.23, -0.19], [-0.11, -0.36, 0.26], [-0.10, -0.02, 0.08], [0.15, 0.07, 0.29], [-0.14, 0.09, 0.29], [0.30, -0.23, 0.94], [0.10, -0.05, 0.19], [-0.12, -0.20, 0.15], [0.02, -0.08, -0.53], [0.30, -0.04, 0.35], [-0.40, 0.23, 0.25], [0.25, -0.35, 0.11], [0.09, -0.05, 0.08], [-0.36, 0.39, -0.28]]}


{"formula": "C15H34MnN2O3S", "method": "ωB97M-V with the def2-TZVPD basis set", "total_energy_ha": -2475.788130, "s_squared": 8.754, "e_above_lowest_kcal_mol": 7.5, "gap_ha": [0.2689, 0.2649], "spin_multiplicity": 6, "charge": 2, "lumo_ha": [-0.29063, -0.29458], "symbols": ["Mn", "C", "O", "C", "C", "O", "C", "C", "O", "C", "H", "H", "H", "H", "H", "H", "H", "H", "H", "H", "H", "H", "H", "H", "C", "C", "C", "C", "N", "C", "S", "N", "C", "C", "C", "C", "H", "H", "H", "H", "H", "H", "H", "H", "H", "H", "H", "H", "H", "H", "H", "H", "H", "H", "H", "H"], "positions_angstrom": [[-1.169, 2.276, 1.117], [-3.619, 2.283, -1.031], [-3.381, 1.848, 0.321], [-3.723, 0.473, 0.540], [-3.507, 0.158, 1.998], [-2.116, 0.317, 2.284], [-1.798, 0.331, 3.675], [-0.390, 0.858, 3.796], [-0.415, 2.237, 3.407], [0.888, 2.830, 3.235], [-4.618, 1.986, -1.350], [-3.562, 3.369, -1.032], [-2.878, 1.856, -1.713], [-4.774, 0.313, 0.288], [-3.094, -0.164, -0.091], [-4.089, 0.846, 2.620], [-3.814, -0.870, 2.205], [-2.491, 0.987, 4.211], [-1.858, -0.680, 4.083], [-0.034, 0.765, 4.823], [0.267, 0.298, 3.118], [1.625, 2.344, 3.872], [1.211, 2.749, 2.183], [0.810, 3.878, 3.520], [0.733, -3.671, -2.060], [0.014, -4.161, -0.806], [-0.430, -3.049, 0.145], [0.696, -2.395, 0.954], [1.663, -1.577, 0.211], [1.470, -0.346, -0.258], [-0.147, 0.235, -0.485], [2.526, 0.354, -0.657], [2.558, 1.723, -1.162], [3.231, 1.838, -2.535], [2.340, 1.473, -3.725], [1.885, 0.017, -3.763], [0.903, -4.502, -2.742], [1.704, -3.234, -1.826], [0.137, -2.922, -2.585], [0.653, -4.866, -0.267], [-0.877, -4.711, -1.111], [-1.115, -3.471, 0.885], [-0.974, -2.288, -0.411], [1.266, -3.180, 1.449], [0.242, -1.754, 1.715], [2.599, -1.953, 0.152], [3.433, -0.093, -0.613], [3.124, 2.325, -0.445], [1.537, 2.095, -1.205], [4.129, 1.213, -2.545], [3.554, 2.873, -2.655], [2.911, 1.676, -4.633], [1.465, 2.128, -3.742], [2.733, -0.661, -3.654], [1.410, -0.198, -4.719], [1.157, -0.206, -2.983]], "forces_ev_per_a": [[-0.59, -2.52, 0.34], [-0.09, 0.11, -0.25], [1.18, 0.47, 0.39], [0.05, -0.39, 0.15], [-0.22, 0.00, -0.13], [0.28, 0.94, -0.39], [0.18, 0.02, 0.17], [-0.15, -0.45, -0.01], [-0.28, 0.34, -1.38], [0.09, 0.15, 0.14], [0.02, -0.01, 0.08], [0.02, -0.02, -0.02], [-0.03, -0.03, 0.04], [0.03, 0.08, -0.04], [-0.07, 0.00, 0.01], [-0.02, -0.06, 0.02], [-0.01, 0.03, 0.01], [-0.01, -0.06, 0.04], [-0.03, 0.03, 0.00], [0.04, 0.10, -0.04], [0.03, 0.02, 0.13], [-0.01, -0.01, -0.04], [0.12, -0.06, 0.16], [0.00, -0.02, -0.04], [-0.03, -0.07, 0.12], [-0.02, 0.10, -0.03], [0.35, -0.17, -0.05], [-0.64, -0.01, -0.14], [0.01, 0.09, -0.06], [0.41, 0.07, 0.00], [-0.75, 1.29, 0.90], [-0.11, -0.07, 0.10], [0.26, 0.23, -0.35], [-0.35, -0.07, -0.06], [0.13, -0.22, 0.09], [0.02, 0.12, -0.06], [0.04, 0.03, -0.05], [0.04, 0.02, -0.08], [0.01, 0.03, -0.03], [-0.06, -0.07, 0.01], [0.03, -0.06, 0.03], [-0.02, 0.03, 0.02], [-0.09, 0.01, 0.01], [0.09, 0.12, 0.06], [0.10, -0.06, 0.04], [0.01, 0.05, -0.02], [-0.03, -0.05, 0.09], [-0.10, -0.04, 0.06], [0.02, -0.03, -0.01], [0.08, 0.08, 0.01], [0.10, -0.02, 0.08], [-0.06, 0.10, -0.01], [0.03, 0.07, -0.03], [0.01, -0.05, -0.01], [-0.01, -0.07, 0.00], [-0.03, -0.05, 0.02]]}


{"formula": "C3H9NO", "method": "ωB97M-V with the def2-TZVPD basis set", "total_energy_ha": -249.624854, "e_above_lowest_kcal_mol": 55.7, "gap_ha": 0.3641, "lumo_ha": 0.03155, "symbols": ["C", "N", "H", "H", "H", "H", "H", "C", "C", "O", "H", "H", "H", "H"], "positions_angstrom": [[-1.715, -1.287, 1.827], [-0.664, -0.238, 1.538], [-2.407, -1.694, 1.074], [-1.248, -2.295, 2.057], [-2.351, -0.934, 2.607], [-0.091, -0.122, 2.409], [-1.102, 0.680, 1.554], [0.247, 0.552, -2.346], [1.283, 0.587, -1.516], [1.294, 0.677, -0.105], [0.517, 0.530, -3.413], [-0.792, 0.571, -2.156], [2.313, 0.432, -1.883], [0.566, -0.028, 0.030]], "forces_ev_per_a": [[1.01, -1.34, 0.08], [-0.54, -0.71, 0.97], [0.46, 1.34, -0.83], [-0.01, 1.47, 0.49], [-0.43, -0.20, 0.94], [-0.39, -0.74, -1.07], [-0.33, -0.08, -0.59], [1.46, 0.07, -1.12], [1.25, 0.11, 0.91], [-1.91, -2.09, -2.30], [-0.18, -0.22, 0.56], [-0.84, 0.20, 0.69], [-0.60, 0.52, -0.10], [1.06, 1.68, 1.37]]}